1 | Computed, not measured: the molecule C6H16N2, with the ωB97M-V functional and the def2-TZVPD basis.

orbital gap: 9.2 eV
HOMO: -8.19 eV
SMILES: CN(C)CCCCN
charge: 0

Positions of all 24 atoms, in Å:
N1 1.395 2.474 -2.175
N2 -1.098 -1.069 1.006
C1 0.046 -1.742 1.630
C2 -0.838 0.113 0.247
C3 1.681 1.476 -1.108
C4 -0.253 -0.164 -1.159
C5 -2.162 -1.111 2.004
C6 1.213 0.030 -1.513
H1 -2.938 -0.401 1.699
H2 -1.789 0.644 0.083
H3 -0.599 -1.202 -1.377
H4 0.940 -1.950 1.045
H5 -0.826 0.412 -1.886
H6 -0.330 -2.717 1.973
H7 -0.267 0.873 0.798
H8 1.790 -0.617 -0.828
H9 -2.594 -2.117 2.054
H10 2.745 1.490 -0.959
H11 2.251 3.010 -2.261
H12 1.033 1.738 -0.282
H13 1.401 -0.116 -2.564
H14 0.394 -1.220 2.533
H15 -1.855 -0.980 3.042
H16 0.660 3.145 -2.002

Atom charges from the Mulliken analysis, given in e for atoms 1 to 5: N -0.59; N 0.09; C -1.10; C -0.45; C -0.36

2 | Computed, not measured: the molecule C6H16N2, with the ωB97M-V functional and the def2-TZVPD basis.

orbital gap: 9.6 eV
HOMO: -8.72 eV
SMILES: CC(C)[C@@](C)(N)CN
charge: 0

Positions of all 24 atoms, in Å:
N1 1.523 0.115 0.786
N2 1.578 -2.179 -1.061
C1 -1.988 -0.480 0.886
C2 0.967 0.763 -1.472
C3 0.525 -0.008 -0.232
C4 -1.024 0.501 0.224
C5 0.291 -1.471 -0.521
C6 -0.939 1.751 1.101
H1 -0.275 2.506 0.684
H2 0.299 0.551 -2.303
H3 0.955 1.834 -1.280
H4 1.976 0.467 -1.752
H5 -2.291 -1.270 0.203
H6 2.367 -1.936 -0.467
H7 1.820 1.069 0.937
H8 -1.546 -0.916 1.782
H9 1.792 -1.846 -1.996
H10 -0.451 -1.626 -1.302
H11 -2.912 0.024 1.174
H12 -1.919 2.220 1.195
H13 -1.474 0.805 -0.728
H14 -0.600 1.490 2.104
H15 1.254 -0.334 1.653
H16 0.072 -2.033 0.386

Atom charges from the Mulliken analysis, given in e for atoms 1 to 5: N -0.58; N -0.69; C -1.62; C -1.98; C 1.38

3 | Computed, not measured: the molecule C6H16N2, with the ωB97M-V functional and the def2-TZVPD basis.

orbital gap: 8.8 eV
HOMO: -7.86 eV
SMILES: CCN(N)C(C)(C)C
charge: 0

Positions of all 24 atoms, in Å:
N1 0.035 -0.816 -0.075
N2 0.807 -1.681 -0.928
C1 0.744 1.312 -1.254
C2 -1.429 -0.821 -0.577
C3 -2.351 -1.275 0.543
C4 2.051 0.397 0.755
C5 -0.246 1.374 1.058
C6 0.590 0.539 0.068
H1 -1.236 1.621 0.663
H2 2.801 0.046 0.040
H3 0.910 -2.596 -0.481
H4 -1.522 -1.530 -1.409
H5 -2.027 -2.235 0.959
H6 -1.762 0.140 -0.978
H7 0.250 2.327 1.277
H8 -0.381 0.844 2.007
H9 1.212 0.718 -2.045
H10 -2.390 -0.545 1.357
H11 1.375 2.198 -1.115
H12 2.390 1.369 1.130
H13 -3.371 -1.405 0.164
H14 -0.217 1.664 -1.642
H15 2.017 -0.298 1.601
H16 1.750 -1.347 -1.118

Atom charges from the Mulliken analysis, given in e for atoms 1 to 5: N 0.42; N -0.78; C -1.32; C -0.34; C -1.15

Preferred: 2; penalty for the next structure: 23.7 kcal/mol.

1 | Computed, not measured: a cluster of 2 separate species, C6H16N2 in total, with the ωB97M-V functional and the def2-TZVPD basis.

orbital gap (spin up / spin down): 6.6 / 6.6 eV
HOMO (spin up / spin down): -5.81 / -5.81 eV
charge: 0

Positions of all 24 atoms, in Å:
N1 -0.656 -0.416 0.696
N2 -2.020 -0.298 0.337
C1 1.895 0.752 -1.141
C2 -0.288 1.090 2.946
C3 0.410 0.701 -1.398
C4 0.032 -0.062 -2.641
C5 -0.091 -1.743 0.496
C6 -0.579 -0.118 2.501
H1 2.297 -0.259 -1.043
H2 0.376 -1.099 -2.589
H3 -0.571 -1.000 3.136
H4 0.971 -1.699 0.730
H5 -0.052 1.691 -1.377
H6 -0.015 0.501 0.165
H7 -0.217 -2.049 -0.540
H8 -0.289 1.974 2.310
H9 2.116 1.285 -0.211
H10 0.496 0.359 -3.544
H11 -0.569 -2.457 1.169
H12 -2.092 0.427 -0.368
H13 -1.045 -0.074 -2.819
H14 -2.574 -0.061 1.157
H15 0.022 1.292 3.968
H16 2.443 1.262 -1.943

Atom charges from the Mulliken analysis, given in e for atoms 1 to 5: N 0.30; N -0.74; C -1.25; C -0.59; C -0.07

2 | Computed, not measured: the molecule C6H16N2, with the ωB97M-V functional and the def2-TZVPD basis.

orbital gap: 9.7 eV
HOMO: -8.64 eV
SMILES: CCN[C@](C)(N)CC
charge: 0

Positions of all 24 atoms, in Å:
N1 -0.970 -0.179 0.600
N2 -0.755 0.809 -1.587
C1 -0.452 2.165 0.360
C2 1.334 0.420 -0.361
C3 -0.636 -1.595 0.557
C4 2.126 0.470 0.940
C5 -0.245 0.771 -0.235
C6 -1.189 -2.313 -0.672
H1 -1.175 -3.392 -0.500
H2 0.017 2.898 -0.285
H3 1.719 1.172 -1.051
H4 -1.513 2.382 0.422
H5 -0.931 0.136 1.561
H6 -1.084 -2.039 1.450
H7 -0.587 -2.108 -1.560
H8 0.481 -1.714 0.568
H9 1.735 -0.232 1.674
H10 -0.024 2.241 1.356
H11 -1.746 1.027 -1.579
H12 1.485 -0.537 -0.866
H13 2.092 1.461 1.384
H14 -2.221 -2.001 -0.864
H15 -0.630 -0.074 -2.063
H16 3.170 0.230 0.753

Atom charges from the Mulliken analysis, given in e for atoms 1 to 5: N -0.34; N -0.63; C -1.83; C -0.96; C -0.23

3 | Computed, not measured: a cluster of 2 separate species, C6H16N2 in total, with the ωB97M-V functional and the def2-TZVPD basis.

orbital gap: 4.4 eV
HOMO: -7.89 eV
charge: 0

Positions of all 24 atoms, in Å:
N1 0.172 0.907 0.883
N2 -0.850 -1.571 -1.640
C1 -0.438 0.406 -0.365
C2 2.302 0.526 2.254
C3 -2.710 0.193 -1.478
C4 -1.934 0.094 -0.182
C5 0.165 -0.882 -0.887
C6 1.370 -0.079 1.310
H1 2.351 1.175 -0.639
H2 -1.922 -0.931 0.207
H3 1.052 -0.634 -1.432
H4 3.151 -0.098 2.456
H5 -2.338 0.857 0.516
H6 1.857 0.881 3.189
H7 1.868 -0.494 0.411
H8 -0.325 -2.451 -1.818
H9 -0.293 1.274 -1.028
H10 1.277 1.264 0.485
H11 -3.493 -0.499 -1.762
H12 0.478 -1.509 -0.116
H13 0.746 -0.934 1.838
H14 2.694 1.368 1.725
H15 -3.177 1.147 -1.620
H16 -2.002 -0.008 -2.309

Atom charges from the Mulliken analysis, given in e for atoms 1 to 5: N -0.40; N -0.54; C 0.32; C -1.23; C -1.20

Preferred: 2; penalty for the next structure: 150.2 kcal/mol.

1 | Computed, not measured: the molecule C6H16N2, with the ωB97M-V functional and the def2-TZVPD basis.

orbital gap: 9.0 eV
HOMO: -7.97 eV
SMILES: CN(C)CCCCN
charge: 0

Positions of all 24 atoms, in Å:
N1 0.920 2.779 -1.177
N2 0.237 -1.859 0.468
C1 -0.348 2.973 -0.445
C2 -1.055 1.672 -0.098
C3 -0.971 -2.455 0.966
C4 1.259 -2.833 0.097
C5 -0.009 -0.696 -0.328
C6 -0.172 0.595 0.532
H1 -0.200 3.584 0.446
H2 -1.587 1.260 -0.960
H3 0.848 0.891 0.827
H4 0.822 -3.828 0.155
H5 1.170 1.795 -1.229
H6 1.706 3.140 -0.658
H7 -1.748 -1.705 1.058
H8 -0.837 -2.905 1.959
H9 2.054 -2.821 0.853
H10 -1.223 -3.353 0.380
H11 -0.452 0.281 1.542
H12 0.726 -0.481 -1.109
H13 -0.971 -0.755 -0.859
H14 -0.946 3.527 -1.130
H15 -1.864 1.834 0.619
H16 1.774 -2.445 -0.780

Atom charges from the Mulliken analysis, given in e for atoms 1 to 5: N -0.64; N 0.06; C -0.58; C -0.76; C -1.19

2 | Computed, not measured: a cluster of 4 separate species, C6H16N2 in total, with the ωB97M-V functional and the def2-TZVPD basis.

orbital gap (spin up / spin down): 7.1 / 7.1 eV
HOMO (spin up / spin down): -7.03 / -7.01 eV
charge: 0

Positions of all 24 atoms, in Å:
N1 -1.673 1.268 1.217
N2 -2.070 -0.743 -0.514
C1 0.436 1.325 -1.825
C2 1.326 0.537 -0.864
C3 -1.224 -0.947 0.539
C4 -0.135 -0.052 2.639
C5 1.919 -0.695 -1.412
C6 -1.060 0.170 1.467
H1 0.208 -1.750 -0.158
H2 2.853 -1.027 -0.974
H3 -0.232 1.981 -1.269
H4 1.040 1.901 -2.527
H5 -1.463 1.996 1.897
H6 -0.202 0.648 -2.396
H7 -1.255 -1.937 0.979
H8 2.064 1.180 -0.374
H9 -0.724 -0.263 3.534
H10 0.552 -0.881 2.470
H11 1.011 -1.661 -0.731
H12 -2.239 -1.481 -1.171
H13 0.457 0.844 2.833
H14 1.921 -0.814 -2.490
H15 0.641 0.192 -0.037
H16 -2.152 0.209 -0.832

Atom charges from the Mulliken analysis, given in e for atoms 1 to 5: N -0.71; N -0.40; C -1.41; C 0.87; C -0.74

Preferred: 1; penalty for the next structure: 66.0 kcal/mol.